1.
Computed, not measured: a 2-piece molecular cluster, C9H14 overall, with wB97M-V/def2-TZVPD.

Calculated values
- E_HOMO (eV) = -9.07
- maximum force (eV/A) = 1.5
- SMILES = Cc1ccccc1.CC

Element x y z (Å)
C -0.3100 -1.7457 2.7367
C 1.3800 -0.9594 1.0368
C 0.1262 -1.4839 1.3189
C 1.8099 -0.8054 -0.2740
C -0.7808 -1.6811 0.2686
C 0.9287 -1.0445 -1.3219
C -0.3473 -1.4867 -1.0373
H 2.0398 -0.8094 1.8816
H 2.8307 -0.4901 -0.4347
H -0.7147 -0.8182 3.1596
H 0.5399 -1.9740 3.3908
H -1.7036 -2.2016 0.4835
H 1.3090 -0.9526 -2.3280
H -1.0744 -1.6010 -1.8390
H -1.0216 -2.5642 2.8170
C -1.1062 2.0612 -0.9190
C -0.1743 3.1002 -1.5247
H -1.1427 2.1249 0.1678
H -2.1151 2.2109 -1.3087
H -0.7454 1.0681 -1.1811
H -0.2525 3.1371 -2.6129
H 0.8721 2.8287 -1.3799
H -0.3477 4.0868 -1.1003

Atom charges from the Mulliken analysis, given in e for atoms 1 to 6: -1.405 -0.559 0.900 -0.371 -0.440 -0.541

2.
Computed, not measured: a 2-piece molecular cluster, C9H14 overall, with wB97M-V/def2-TZVPD.

Calculated values
- E_HOMO (eV) = -8.94
- maximum force (eV/A) = 4.4
- SMILES = Cc1ccccc1.CC

Element x y z (Å)
C 1.6127 1.1402 -3.1717
C 1.7834 0.0867 -4.2662
H 2.0551 0.7700 -2.2595
H 2.2057 2.0330 -3.5436
H 0.3790 1.1875 -2.9283
H 1.6311 -0.9611 -3.9301
H 2.7459 -0.0143 -4.6072
H 0.9368 -0.0260 -4.8869
C 1.1204 -1.1729 2.6655
C -0.7900 -1.4065 1.1345
C 0.1290 -0.4844 1.6649
C -2.0503 -0.8688 0.7188
C 0.1194 0.8486 1.3820
C -2.1282 0.5247 0.5458
C -1.0925 1.3107 0.8885
H -0.4748 -2.4335 1.3925
H -2.7780 -1.4024 0.1274
H 1.4249 -0.1981 3.3181
H 2.0770 -1.4774 2.4152
H 1.0543 1.2738 1.2373
H -2.9308 1.0839 0.2120
H -1.1841 2.3270 0.8713
H 0.6338 -2.0320 3.2089

Atom charges from the Mulliken analysis, given in e for atoms 1 to 6: -0.523 -1.098 0.186 0.244 0.171 0.301

3.
Computed, not measured: a 2-piece molecular cluster, C9H14 overall, with wB97M-V/def2-TZVPD.

Calculated values
- E_HOMO (eV) = -9.00
- maximum force (eV/A) = 1.2
- SMILES = Cc1ccccc1.CC

Element x y z (Å)
C -1.8090 -1.5262 -2.5564
C -2.5875 0.2242 -0.9059
C -1.5834 -0.5840 -1.4184
C -2.4466 0.9026 0.3061
C -1.2502 0.8464 0.9935
C -0.3422 -0.4996 -0.7809
C -0.1518 0.2754 0.3523
H -3.5012 0.4022 -1.4634
H -3.3625 1.3088 0.7090
H -0.8668 -1.7621 -3.0610
H -2.4656 -1.1007 -3.3092
H -1.1587 1.1505 2.0280
H 0.5250 -1.0051 -1.1946
H 0.8533 0.3826 0.7541
H -2.1753 -2.5081 -2.2491
C 4.0726 0.7229 2.3524
C 4.1274 -0.2084 1.1197
H 3.7115 0.1991 3.2410
H 5.0834 1.0736 2.5607
H 3.4743 1.6199 2.2152
H 5.1343 -0.2925 0.7295
H 3.9005 -1.2348 1.4249
H 3.3835 0.0609 0.3802

Atom charges from the Mulliken analysis, given in e for atoms 1 to 6: -1.309 -0.326 0.643 -0.446 -0.526 -0.359

4.
Computed, not measured: a 2-piece molecular cluster, C9H14 overall, with wB97M-V/def2-TZVPD.

Calculated values
- E_HOMO (eV) = -8.89
- maximum force (eV/A) = 1.3
- SMILES = Cc1ccccc1.CC

Element x y z (Å)
C -2.3181 -1.6357 -1.3034
C -1.0040 -2.1205 -0.7429
H -2.4023 -1.7556 -2.3833
H -3.1313 -2.2663 -1.0041
H -2.6451 -0.6452 -1.0070
H -0.8104 -1.9107 0.3096
H -0.1231 -1.7668 -1.2792
H -0.9591 -3.2085 -0.8266
C -0.7884 1.6002 -0.7089
C 1.5358 0.6877 -0.4180
C 0.3353 1.0913 0.1508
C 2.6574 0.5421 0.4008
C 0.1530 1.0055 1.5316
C 2.5350 0.8026 1.7585
C 1.2740 0.8989 2.3385
H 1.6253 0.5775 -1.4907
H 3.5820 0.2201 -0.0548
H -0.5063 1.7931 -1.7455
H -1.1977 2.5094 -0.2855
H -0.8514 1.0454 1.9321
H 3.4291 0.6862 2.3593
H 1.2043 0.9400 3.4167
H -1.5939 0.9095 -0.9480

Atom charges from the Mulliken analysis, given in e for atoms 1 to 6: -0.953 -0.726 0.241 0.332 0.286 0.229